ORCA calculation (ωB97M-V/def2-TZVPD) on a 3-piece molecular cluster, C32H62N2O8 overall at a distorted geometry.

highest occupied orbital energy: -8.9 eV
structure (SMILES): C=CC[C@@](C#N)(CCOCC)[C@@](O)(C#N)CCCCCCCCC.COCCOCCOC.COCCOCCOC
total energy: -53543.5136 eV
orbital gap: 9.301 eV
LUMO energy: 0.4 eV
molar mass: 602.85 g/mol

Positions of all 104 atoms, in Å:
C (5.3416, 2.9813, 0.0097)
C (4.0504, 2.6275, 0.1879)
C (3.4675, 2.4409, 1.5537)
C (3.0369, 0.9484, 1.7476)
C (2.8669, 0.7922, 3.2039)
N (2.6469, 0.7094, 4.3252)
C (1.6832, 0.7145, 1.0176)
C (0.4876, 0.3885, 1.8804)
O (0.0425, 1.5549, 2.5470)
C (-1.3324, 1.4797, 2.8565)
C (-1.6695, 0.3785, 3.8847)
C (4.1202, -0.0999, 1.3110)
O (4.2642, -0.2110, -0.0973)
C (5.4214, 0.3651, 1.8633)
N (6.3684, 0.6006, 2.4643)
C (3.7729, -1.5155, 1.8563)
C (4.6558, -2.0793, 2.9661)
C (4.2289, -3.5280, 3.2835)
C (2.9108, -3.6390, 4.0733)
C (1.9612, -4.7282, 3.5481)
C (0.4953, -4.4164, 3.8566)
C (-0.0927, -3.3185, 2.9373)
C (-1.0288, -3.8561, 1.8610)
C (-0.2767, -4.6539, 0.7839)
H (5.9576, 2.4651, -0.7229)
H (5.8180, 3.7703, 0.5826)
H (3.4641, 2.4604, -0.7162)
H (2.5393, 3.0150, 1.6661)
H (4.1263, 2.7711, 2.3534)
H (1.8224, -0.1235, 0.3283)
H (1.4129, 1.5794, 0.4125)
H (-0.3192, 0.0681, 1.2012)
H (0.6582, -0.4507, 2.5582)
H (-1.9306, 1.3774, 1.9424)
H (-1.6107, 2.4325, 3.3049)
H (-2.2129, 0.8163, 4.7186)
H (-2.2420, -0.4213, 3.4173)
H (-0.7409, -0.0194, 4.2924)
H (3.6534, 0.3688, -0.5692)
H (3.8854, -2.1819, 1.0002)
H (2.7202, -1.5541, 2.1371)
H (5.6899, -2.1328, 2.6285)
H (4.6038, -1.4697, 3.8691)
H (4.0598, -4.0025, 2.3105)
H (5.0442, -4.0789, 3.7509)
H (2.3788, -2.6839, 4.0114)
H (3.1329, -3.7993, 5.1288)
H (2.0843, -4.8734, 2.4746)
H (2.2120, -5.6600, 4.0635)
H (-0.1043, -5.3222, 3.7251)
H (0.3877, -4.1175, 4.9005)
H (0.7446, -2.8302, 2.4310)
H (-0.6133, -2.5816, 3.5491)
H (-1.5064, -3.0107, 1.3534)
H (-1.8222, -4.4755, 2.2833)
H (0.0537, -5.6058, 1.2005)
H (-0.9060, -4.8221, -0.0886)
H (0.6052, -4.0977, 0.4593)
C (-8.2913, 4.2343, -0.9817)
O (-7.6441, 2.9876, -1.0929)
C (-7.6507, 2.4888, -2.4195)
C (-6.5152, 1.5142, -2.6347)
O (-5.2517, 2.1314, -2.8315)
C (-4.6123, 2.6881, -1.6944)
C (-4.0188, 1.6617, -0.7562)
O (-5.0257, 1.0789, 0.0545)
C (-4.6513, -0.1839, 0.5544)
H (-9.3509, 4.1593, -1.2521)
H (-8.2149, 4.5537, 0.0559)
H (-7.8090, 4.9871, -1.6163)
H (-7.5591, 3.3122, -3.1379)
H (-8.6036, 1.9705, -2.5950)
H (-6.7144, 0.9822, -3.5675)
H (-6.4782, 0.7745, -1.8325)
H (-5.2742, 3.3696, -1.1567)
H (-3.7860, 3.2779, -2.0985)
H (-3.2883, 2.1548, -0.0982)
H (-3.5083, 0.8873, -1.3435)
H (-4.4372, -0.8783, -0.2672)
H (-5.4841, -0.5749, 1.1353)
H (-3.7712, -0.1070, 1.2056)
C (2.0269, 2.3006, -7.0243)
O (1.8031, 1.2521, -6.1090)
C (2.9888, 0.8449, -5.4492)
C (2.6687, 0.1823, -4.1294)
O (2.3516, 1.0962, -3.0857)
C (1.0832, 1.7330, -3.1431)
C (-0.0833, 0.8312, -2.8020)
O (-0.4193, -0.0004, -3.8945)
C (-1.1260, -1.1526, -3.4951)
H (2.7067, 1.9913, -7.8264)
H (1.0662, 2.5672, -7.4604)
H (2.4400, 3.1824, -6.5204)
H (3.6428, 1.7069, -5.2705)
H (3.5187, 0.1256, -6.0885)
H (3.5737, -0.3264, -3.7901)
H (1.8894, -0.5728, -4.2464)
H (0.9296, 2.2244, -4.1051)
H (1.1286, 2.5132, -2.3782)
H (-0.9564, 1.4529, -2.5554)
H (0.1768, 0.2199, -1.9264)
H (-0.5366, -1.7510, -2.7895)
H (-1.3161, -1.7473, -4.3860)
H (-2.0855, -0.8892, -3.0336)

=====

ORCA calculation (ωB97M-V/def2-TZVPD) on a 2-piece molecular cluster, C4H12N4O overall at a distorted geometry.

highest occupied orbital energy: -8.6 eV
structure (SMILES): [H]/N=C\NO.C=NN(C)C
total energy: -12347.0281 eV
orbital gap: 9.372 eV
LUMO energy: 0.8 eV
molar mass: 132.17 g/mol

Positions of all 21 atoms, in Å:
H (-1.5731, -1.7136, 1.6638)
N (-2.0955, -0.8417, 1.8092)
C (-2.3826, -0.2271, 0.7473)
N (-2.1155, -0.6104, -0.5287)
O (-2.1493, 0.3311, -1.5546)
H (-2.9562, 0.6893, 0.8186)
H (-1.4205, -1.3352, -0.6810)
H (-1.4181, 0.9622, -1.3931)
C (0.0875, 1.5679, 0.9918)
N (0.2450, 0.9927, -0.1271)
N (1.0394, -0.0647, -0.3231)
C (1.9828, -0.5054, 0.6821)
C (1.4574, -0.2262, -1.6978)
H (0.6079, 1.3331, 1.9130)
H (-0.6442, 2.3555, 1.0257)
H (2.4536, -1.4195, 0.3319)
H (1.4499, -0.7175, 1.6085)
H (2.7575, 0.2440, 0.8805)
H (0.6690, 0.1444, -2.3495)
H (1.6250, -1.2839, -1.9035)
H (2.3799, 0.3253, -1.9140)

=====

ORCA calculation (ωB97M-V/def2-TZVPD) on C9H28NO7Y as an isolated structure at a distorted geometry.

highest occupied orbital energy: -6.2 eV
total energy: -26637.3844 eV
orbital gap: 1.772 eV
LUMO energy: -4.5 eV
molar mass: 351.23 g/mol

Positions of all 46 atoms, in Å:
Y (-5.9238, 2.8235, 2.7936)
C (2.7641, 0.0344, 0.3866)
C (2.4954, -1.1873, -0.5453)
C (3.6853, -1.8724, -1.3022)
C (4.6286, -2.7025, -0.3972)
C (3.8623, -3.7595, 0.3618)
C (2.5942, -3.1865, 1.1331)
N (1.7988, -2.2528, 0.2487)
O (0.4015, -2.0855, 0.5855)
C (3.1320, -2.5002, 2.4151)
C (1.7814, -4.4856, 1.5411)
C (1.6057, -0.6551, -1.7182)
H (1.8735, 0.3542, 0.9276)
H (3.2941, 0.8408, -0.1204)
H (3.4865, -0.2239, 1.1608)
H (4.3255, -1.1260, -1.7724)
H (3.4018, -2.5402, -2.1157)
H (5.0563, -1.9363, 0.2494)
H (5.4249, -3.1941, -0.9561)
H (4.6468, -4.0620, 1.0554)
H (3.6547, -4.6419, -0.2434)
H (4.0387, -1.9272, 2.2210)
H (3.1689, -3.1503, 3.2892)
H (2.3939, -1.7866, 2.7814)
H (2.5689, -5.1746, 1.8464)
H (1.2181, -4.9099, 0.7100)
H (1.0621, -4.4249, 2.3579)
H (0.8576, 0.0730, -1.4049)
H (1.1104, -1.3697, -2.3757)
H (2.1067, -0.0253, -2.4533)
O (-4.0436, 3.2156, -0.6974)
H (-3.2659, 3.0203, -1.2555)
O (-6.1003, -0.9267, 2.0384)
H (-6.8208, -1.3387, 2.5538)
O (-1.6706, 6.4327, 1.2976)
H (-1.8597, 7.3108, 0.9667)
H (-1.9108, 5.8484, 0.5784)
O (-7.1181, 6.5416, 1.4316)
H (-7.7256, 7.2272, 1.7092)
H (-6.7627, 6.8578, 0.6010)
O (-4.8133, -0.5836, -2.8045)
H (-5.2904, -0.4514, -3.6237)
H (-4.5093, 0.2905, -2.5601)
O (-5.1989, 6.0876, -3.6302)
H (-4.5018, 6.0795, -4.2861)
H (-4.9232, 5.4425, -2.9790)

=====

ORCA calculation (ωB97M-V/def2-TZVPD) on a 15-piece molecular cluster, H28O18S overall at a distorted geometry.

highest occupied orbital energy: -4.4 eV
total energy: -48150.3675 eV
charge: -2
orbital gap: 8.989 eV
LUMO energy: 4.6 eV
molar mass: 348.27 g/mol

Positions of all 47 atoms, in Å:
S (11.7283, 11.7635, 12.1363)
O (12.9101, 10.8882, 12.3275)
O (11.2909, 11.7416, 10.7176)
O (10.6667, 11.1916, 12.9783)
O (12.0710, 13.1344, 12.6290)
O (13.5283, 13.7822, 9.2134)
H (13.8282, 14.1195, 10.0784)
H (12.8632, 13.1211, 9.4294)
O (11.4170, 15.7242, 12.2424)
H (11.8771, 15.6773, 11.3991)
H (11.4818, 14.8076, 12.5956)
O (12.1955, 10.3670, 8.5583)
H (11.3857, 10.1488, 8.0916)
H (11.9028, 10.8628, 9.3582)
O (8.9918, 13.0900, 14.0349)
H (9.5779, 12.4363, 13.5877)
H (8.6315, 13.6203, 13.3196)
O (8.9555, 10.3267, 9.6321)
H (8.7922, 10.0916, 8.7138)
H (9.7875, 10.8261, 9.6161)
O (12.0408, 16.1930, 14.9164)
H (11.8286, 15.8606, 14.0198)
H (11.5928, 17.0396, 14.9656)
O (14.4239, 14.3637, 11.7272)
H (13.6083, 13.9689, 12.1198)
H (15.1081, 14.1300, 12.3602)
O (9.7144, 13.9636, 10.3838)
H (10.2352, 13.1332, 10.3966)
H (8.8648, 13.7179, 10.7597)
O (10.0133, 8.5521, 13.4927)
H (10.0751, 9.5151, 13.3306)
H (10.7551, 8.1762, 12.9986)
O (13.4748, 13.3911, 14.8428)
H (12.9226, 13.3425, 14.0208)
H (13.1569, 14.1752, 15.3054)
O (12.7546, 8.0221, 12.2103)
H (12.7887, 8.9859, 12.3492)
H (12.8809, 7.9202, 11.2619)
O (14.8044, 10.7962, 14.2966)
H (14.7312, 11.7426, 14.4643)
H (14.1291, 10.6257, 13.6104)
O (11.4744, 10.7225, 15.3654)
H (11.2175, 11.6466, 15.3245)
H (11.4917, 10.4383, 14.4350)
O (14.6759, 10.2408, 10.3939)
H (14.0128, 10.2325, 9.7027)
H (14.1756, 10.3488, 11.2368)

=====

ORCA calculation (ωB97M-V/def2-TZVPD) on C35H40GeN5O2OsS2SeSi as an isolated structure at a distorted geometry.

highest occupied orbital energy (alpha / beta): -10.2 / -10.8 eV
total energy: -202359.2485 eV
2S+1: 5
charge: +1
orbital gap (alpha / beta): 7.329 / 7.222 eV
<S²>: 6.024
LUMO energy (alpha / beta): -2.9 / -3.6 eV
molar mass: 996.76 g/mol

Positions of all 88 atoms, in Å:
Os (-1.0119, -0.2501, 1.5710)
N (-1.6958, 3.9920, 2.4909)
C (-1.1296, 2.7983, 2.6027)
S (-3.0746, 0.8185, 1.4758)
N (-1.0412, 2.0487, 3.6129)
N (-0.5546, 0.7553, 3.3525)
C (0.3199, 0.3053, 4.2259)
C (1.0305, -0.8815, 4.2209)
C (1.8430, -1.1146, 5.3705)
C (2.6801, -2.1769, 5.4738)
C (2.5561, -3.0983, 4.4235)
C (1.8631, -2.9181, 3.2594)
C (1.1263, -1.7770, 3.1264)
O (0.6589, -1.4811, 1.9561)
H (-1.3785, 4.6724, 1.7489)
H (-2.4102, 4.3171, 3.1321)
H (0.5856, 0.9545, 5.0641)
H (1.8162, -0.3782, 6.1436)
H (3.3688, -2.3330, 6.3366)
H (3.1391, -3.9960, 4.4354)
H (1.8311, -3.6974, 2.5364)
O (0.1521, 0.9548, 0.3896)
Si (1.5695, 1.1361, -0.3502)
C (2.8746, -0.1360, -0.1338)
C (3.5422, -0.3054, 1.0887)
C (4.6129, -1.1843, 1.2347)
C (4.9100, -2.0593, 0.2377)
C (4.3058, -1.8944, -1.0109)
C (3.2185, -1.0020, -1.1953)
C (1.2220, 1.1562, -2.2155)
C (0.2624, 0.2237, -2.6966)
C (-0.1768, 0.1559, -4.0171)
C (0.4489, 0.9490, -4.9535)
C (1.5217, 1.7491, -4.5696)
C (1.8688, 1.9014, -3.2246)
C (2.2140, 2.8881, 0.1853)
C (1.4091, 3.7323, 0.9602)
C (1.8519, 5.0235, 1.2639)
C (3.2414, 5.4024, 0.9406)
C (4.0598, 4.5165, 0.2990)
C (3.5252, 3.2799, -0.0594)
H (3.2673, 0.2006, 1.9603)
H (5.1081, -1.2100, 2.1321)
H (5.7474, -2.7863, 0.3027)
H (4.6535, -2.4066, -1.9180)
H (2.7678, -0.8933, -2.1358)
H (-0.1251, -0.4238, -1.9615)
H (-0.9881, -0.5130, -4.3801)
H (0.1870, 0.9501, -5.9921)
H (2.1220, 2.2189, -5.3764)
H (2.6774, 2.6404, -2.9460)
H (0.4011, 3.4235, 1.2075)
H (1.3119, 5.7378, 1.7982)
H (3.6165, 6.4028, 1.2145)
H (5.0678, 4.6789, 0.0445)
H (4.2427, 2.6593, -0.6056)
C (-5.4275, -1.1655, 0.3855)
Ge (-5.5867, -1.0310, -1.4936)
C (-7.3236, -0.1592, -1.8936)
C (-4.9737, -2.6825, -2.4325)
C (-4.0924, 0.2977, -1.8392)
Se (-3.6160, 1.6043, -0.4811)
C (-2.0683, 2.4635, -1.2377)
H (-6.1259, -1.8769, 0.8752)
H (-5.6357, -0.1698, 0.8126)
H (-4.4296, -1.4515, 0.7372)
H (-8.1617, -0.7462, -1.5863)
H (-7.4326, 0.0854, -2.9580)
H (-7.3120, 0.7978, -1.3358)
H (-4.7906, -2.4665, -3.5365)
H (-5.7834, -3.4000, -2.3079)
H (-4.1179, -3.0529, -1.8930)
H (-4.4138, 1.0249, -2.6254)
H (-3.2010, -0.2820, -2.0903)
H (-2.2424, 3.5320, -1.2338)
H (-1.9636, 2.0647, -2.2150)
H (-1.2455, 2.2078, -0.5425)
S (-1.8159, -1.5114, -0.1748)
C (-0.7982, -2.7118, -0.7536)
N (0.4036, -2.9800, -0.1965)
C (1.2905, -3.8413, -0.6966)
C (0.9920, -4.4432, -1.9170)
C (-0.2362, -4.2367, -2.4192)
N (-1.1429, -3.4245, -1.8568)
H (0.6141, -2.4027, 0.6838)
H (2.2187, -3.9524, -0.1642)
H (1.7792, -5.0732, -2.3873)
H (-0.5747, -4.7438, -3.3030)

=====

ORCA calculation (ωB97M-V/def2-TZVPD) on a single CHCl3S molecule at a distorted geometry.

highest occupied orbital energy: -9.9 eV
structure (SMILES): ClSC(Cl)Cl
total energy: -49454.9250 eV
orbital gap: 8.761 eV
LUMO energy: -1.2 eV
molar mass: 151.45 g/mol

Positions of all 6 atoms, in Å:
Cl (2.4269, -0.3350, 0.0838)
S (0.9396, 1.2142, -0.1500)
C (-0.4812, -0.0198, 0.0104)
Cl (-1.8211, 0.3499, -1.1421)
Cl (-1.0099, -0.1987, 1.6907)
H (-0.0543, -1.0107, -0.4928)

=====

Repeat the second record exactly.
ORCA calculation (ωB97M-V/def2-TZVPD) on a 2-piece molecular cluster, C4H12N4O overall at a distorted geometry.

highest occupied orbital energy: -8.6 eV
structure (SMILES): [H]/N=C\NO.C=NN(C)C
total energy: -12347.0281 eV
orbital gap: 9.372 eV
LUMO energy: 0.8 eV
molar mass: 132.17 g/mol

Positions of all 21 atoms, in Å:
H (-1.5731, -1.7136, 1.6638)
N (-2.0955, -0.8417, 1.8092)
C (-2.3826, -0.2271, 0.7473)
N (-2.1155, -0.6104, -0.5287)
O (-2.1493, 0.3311, -1.5546)
H (-2.9562, 0.6893, 0.8186)
H (-1.4205, -1.3352, -0.6810)
H (-1.4181, 0.9622, -1.3931)
C (0.0875, 1.5679, 0.9918)
N (0.2450, 0.9927, -0.1271)
N (1.0394, -0.0647, -0.3231)
C (1.9828, -0.5054, 0.6821)
C (1.4574, -0.2262, -1.6978)
H (0.6079, 1.3331, 1.9130)
H (-0.6442, 2.3555, 1.0257)
H (2.4536, -1.4195, 0.3319)
H (1.4499, -0.7175, 1.6085)
H (2.7575, 0.2440, 0.8805)
H (0.6690, 0.1444, -2.3495)
H (1.6250, -1.2839, -1.9035)
H (2.3799, 0.3253, -1.9140)